Computed, not measured: a cluster of 9 separate species, C36H85N3O20 in total in a non-equilibrium geometry, with ωB97M-V with the def2-TZVPD basis set.

Last columns: bonded neighbours and bond lengths (Å).
Positions of all 144 atoms, in Å:
1 C 23.6830 5.6581 2.2182  C2 1.531, H8 1.090, H9 1.090, H10 1.090
2 C 22.2439 5.3117 2.6091  C1 1.531, O3 1.426, H11 1.090, H12 1.090
3 O 21.3814 5.6071 1.5125  C2 1.426, C4 1.346
4 C 20.4441 6.5711 1.5802  O3 1.346, O5 1.253, O6 1.331
5 O 20.1114 7.2773 2.5607  C4 1.253
6 O 19.9209 6.6422 0.3586  C4 1.331, C7 1.427
7 C 18.7670 7.4728 0.2344  O6 1.427, H13 1.090, H14 1.090, H15 1.090
8 H 24.4422 5.3211 2.9240  C1 1.090
9 H 23.7195 6.7463 2.2700  C1 1.090
10 H 23.9632 5.2092 1.2653  C1 1.090
11 H 21.9520 5.8691 3.4992  C2 1.090
12 H 22.1038 4.2379 2.7333  C2 1.090
13 H 18.9734 8.5139 0.4826  C7 1.090
14 H 17.9800 7.1166 0.8991  C7 1.090
15 H 18.4299 7.3257 -0.7916  C7 1.090
16 C 30.5517 5.3803 6.3190  C17 1.542, H23 1.090, H24 1.090, H25 1.090
17 C 29.1498 5.3583 5.6781  C16 1.542, O18 1.479, H26 1.090, H27 1.090
18 O 29.2801 6.1517 4.4370  C17 1.479, C19 1.359
19 C 28.2349 6.1978 3.5704  O18 1.359, O20 1.223, O21 1.353
20 O 27.1387 5.6641 3.6684  C19 1.223
21 O 28.6485 6.9961 2.5589  C19 1.353, C22 1.420
22 C 27.7227 7.6221 1.6828  O21 1.420, H28 1.090, H29 1.090, H30 1.090
23 H 31.0006 6.3680 6.4244  C16 1.090
24 H 31.2709 4.7501 5.7959  C16 1.090
25 H 30.4482 4.9470 7.3138  C16 1.090
26 H 28.3319 5.7476 6.2844  C17 1.090
27 H 28.8990 4.3144 5.4898  C17 1.090
28 H 28.0995 8.4528 1.0860  C22 1.090
29 H 26.8641 8.0794 2.1745  C22 1.090
30 H 27.3655 6.8324 1.0219  C22 1.090
31 C 23.8540 8.2471 4.8988  C32 1.529, H38 1.090, H39 1.090, H40 1.090
32 C 24.0729 9.6798 5.3855  C31 1.529, O33 1.425, H41 1.090, H42 1.090
33 O 25.4163 10.1543 5.3798  C32 1.425, C34 1.308
34 C 26.1672 10.3456 4.3258  O33 1.308, O35 1.209, O36 1.369
35 O 25.8231 10.2074 3.1749  C34 1.209
36 O 27.4356 10.6259 4.7583  C34 1.369, C37 1.425
37 C 28.5401 10.6686 3.8592  O36 1.425, H43 1.090, H44 1.090, H45 1.090
38 H 24.7667 7.6742 5.0629  C31 1.090
39 H 23.6812 8.3109 3.8245  C31 1.090
40 H 23.0484 7.7256 5.4155  C31 1.090
41 H 23.8512 9.5571 6.4456  C32 1.090
42 H 23.4632 10.4617 4.9327  C32 1.090
43 H 29.4522 10.6647 4.4561  C37 1.090
44 H 28.4412 11.6211 3.3386  C37 1.090
45 H 28.4570 9.8881 3.1029  C37 1.090
46 C 26.7114 16.3269 3.7893  C47 1.518, H53 1.090, H54 1.090, H55 1.090
47 C 27.2032 15.0613 3.1097  C46 1.518, O48 1.412, H56 1.090, H57 1.090
48 O 26.2011 14.4307 2.3399  C47 1.412, C49 1.272
49 C 26.4460 13.4984 1.5092  O48 1.272, O50 1.235, O51 1.339
50 O 27.5446 13.0165 1.2152  C49 1.235
51 O 25.2985 13.1613 0.9076  C49 1.339, C52 1.443
52 C 25.1460 12.0195 0.0392  O51 1.443, H58 1.090, H59 1.090, H60 1.090
53 H 25.8217 16.0329 4.3462  C46 1.090
54 H 26.3087 17.1001 3.1350  C46 1.090
55 H 27.4529 16.7365 4.4753  C46 1.090
56 H 27.5143 14.3532 3.8778  C47 1.090
57 H 28.0814 15.3590 2.5367  C47 1.090
58 H 25.7873 12.2069 -0.8220  C52 1.090
59 H 24.1665 11.6838 -0.3013  C52 1.090
60 H 25.6173 11.1484 0.4946  C52 1.090
61 C 24.4634 10.5645 -3.9021  O62 1.412, H70 1.090, H71 1.090, H72 1.090
62 O 23.7839 11.2732 -2.8869  C61 1.412, C63 1.439
63 C 23.4481 12.5985 -3.3350  O62 1.439, C64 1.586, H73 1.090, H74 1.090
64 C 22.5131 13.2339 -2.2231  C63 1.586, N65 1.481, H75 1.090, H76 1.090
65 N 21.3225 12.3598 -2.1228  C64 1.481, C66 1.464, H77 1.010
66 C 20.3456 12.7343 -1.0988  N65 1.464, C67 1.596, H78 1.090, H79 1.090
67 C 20.8049 12.5137 0.4139  C66 1.596, O68 1.383, H80 1.090, H81 1.090
68 O 20.9860 11.1686 0.6798  C67 1.383, C69 1.451
69 C 21.6653 10.7600 1.8952  O68 1.451, H82 1.090, H83 1.090, H84 1.090
70 H 23.7754 10.2916 -4.7023  C61 1.090
71 H 24.9538 9.7187 -3.4202  C61 1.090
72 H 25.1853 11.2266 -4.3803  C61 1.090
73 H 22.8697 12.5099 -4.2547  C63 1.090
74 H 24.3180 13.2343 -3.4993  C63 1.090
75 H 22.2256 14.2364 -2.5402  C64 1.090
76 H 23.0044 13.3373 -1.2556  C64 1.090
77 H 21.7370 11.4680 -1.8926  N65 1.010
78 H 19.3540 12.2895 -1.1817  C66 1.090
79 H 20.1479 13.8022 -1.1906  C66 1.090
80 H 20.0623 12.9772 1.0634  C67 1.090
81 H 21.6892 13.1256 0.5919  C67 1.090
82 H 21.5173 9.7301 2.2200  C69 1.090
83 H 21.4228 11.3644 2.7693  C69 1.090
84 H 22.7480 10.8235 1.7865  C69 1.090
85 C 25.3396 5.7903 -7.4167  O86 1.440, H94 1.090, H95 1.090, H96 1.090
86 O 23.9937 6.2874 -7.2957  C85 1.440, C87 1.417
87 C 23.2996 5.9723 -6.1014  O86 1.417, C88 1.553, H97 1.090, H98 1.090
88 C 23.7439 6.7438 -4.8288  C87 1.553, N89 1.470, H99 1.090, H100 1.090
89 N 23.0681 6.2892 -3.6052  C88 1.470, C90 1.475, H101 1.010
90 C 23.1092 4.8482 -3.2950  N89 1.475, C91 1.598, H102 1.090, H103 1.090
91 C 22.7272 4.5555 -1.7714  C90 1.598, O92 1.428, H104 1.090, H105 1.090
92 O 22.1927 3.2371 -1.6438  C91 1.428, C93 1.434
93 C 21.9524 2.8584 -0.2820  O92 1.434, H106 1.090, H107 1.090, H108 1.090
94 H 25.7218 6.0846 -8.3942  C85 1.090
95 H 25.4205 4.7041 -7.3758  C85 1.090
96 H 25.9724 6.2706 -6.6703  C85 1.090
97 H 23.2939 4.9133 -5.8435  C87 1.090
98 H 22.2533 6.2392 -6.2504  C87 1.090
99 H 23.5296 7.7980 -5.0043  C88 1.090
100 H 24.8304 6.6736 -4.7765  C88 1.090
101 H 23.4312 6.7824 -2.8021  N89 1.010
102 H 24.1273 4.5015 -3.4720  C90 1.090
103 H 22.4577 4.2888 -3.9663  C90 1.090
104 H 22.0304 5.3738 -1.5900  C91 1.090
105 H 23.5722 4.6838 -1.0949  C91 1.090
106 H 21.1893 3.5440 0.0865  C93 1.090
107 H 22.8489 2.9115 0.3356  C93 1.090
108 H 21.6443 1.8131 -0.3041  C93 1.090
109 C 27.9683 4.0490 0.5464  O110 1.420, H118 1.090, H119 1.090, H120 1.090
110 O 28.0810 5.1053 -0.3961  C109 1.420, C111 1.443
111 C 27.1795 5.1098 -1.5229  O110 1.443, C112 1.505, H121 1.090, H122 1.090
112 C 27.6072 6.0641 -2.6053  C111 1.505, N113 1.448, H123 1.090, H124 1.090
113 N 27.4105 7.4242 -2.1488  C112 1.448, C114 1.492, H125 1.010
114 C 27.8190 8.4300 -3.1717  N113 1.492, C115 1.548, H126 1.090, H127 1.090
115 C 27.9382 9.7531 -2.3773  C114 1.548, O116 1.439, H128 1.090, H129 1.090
116 O 28.9959 9.6976 -1.4034  C115 1.439, C117 1.464
117 C 28.8848 10.8576 -0.5178  O116 1.464, H130 1.090, H131 1.090, H132 1.090
118 H 26.9715 3.9877 0.9831  C109 1.090
119 H 28.6673 4.2633 1.3549  C109 1.090
120 H 28.1692 3.0739 0.1027  C109 1.090
121 H 26.1572 5.3118 -1.2032  C111 1.090
122 H 27.1167 4.1616 -2.0569  C111 1.090
123 H 26.9714 6.0036 -3.4886  C112 1.090
124 H 28.6366 5.9139 -2.9306  C112 1.090
125 H 28.0777 7.6487 -1.4245  N113 1.010
126 H 27.1071 8.4723 -3.9960  C114 1.090
127 H 28.7552 8.1805 -3.6712  C114 1.090
128 H 27.0081 9.9050 -1.8295  C115 1.090
129 H 28.1788 10.5501 -3.0807  C115 1.090
130 H 29.4689 10.6428 0.3771  C117 1.090
131 H 27.8446 11.0107 -0.2304  C117 1.090
132 H 29.0607 11.8130 -1.0120  C117 1.090
133 C 20.0697 8.5241 -3.0468  O134 1.392, H135 1.090, H136 1.090, H137 1.090
134 O 19.8957 7.3215 -3.7263  C133 1.392, H138 0.960
135 H 20.9373 8.4415 -2.3922  C133 1.090
136 H 20.3593 9.3260 -3.7258  C133 1.090
137 H 19.1588 8.8438 -2.5407  C133 1.090
138 H 20.7838 6.9643 -3.7984  O134 0.960
139 C 24.1704 8.3208 -0.4605  O140 1.391, H141 1.090, H142 1.090, H143 1.090
140 O 24.6033 7.6629 -1.6069  C139 1.391, H144 0.960
141 H 24.5822 9.3266 -0.3768  C139 1.090
142 H 23.0918 8.4677 -0.5166  C139 1.090
143 H 24.4220 7.7317 0.4214  C139 1.090
144 H 25.5493 7.4993 -1.6084  O140 0.960

Values from the calculation:
Total charge = 0
DFT total energy = -3091.53339 Eh
SMILES = CCOC(=O)OC.CCOC(=O)OC.CCOC(=O)OC.CCOC(=O)OC.COCCNCCOC.COCCNCCOC.COCCNCCOC.CO.CO
LUMO energy = 0.57 eV
Frontier orbital gap = 9.13 eV
Highest occupied orbital energy = -8.5630 eV